(1)
C5H3FO2 | ωB97M-V/def2-TZVPD

Bonds (Å) are listed after each position.
Cartesian coordinates (Å):
1 C 1.20 -0.83 0.01  C2 1.475, O9 1.320, O10 1.210
2 C 0.71 0.56 -0.02  C1 1.475, C3 1.385, F11 1.351
3 C -0.60 1.00 -0.02  C2 1.385, C4 1.418, H7 1.085
4 C -1.73 0.14 -0.01  C3 1.418, C5 1.191
5 C -2.74 -0.49 0.01  C4 1.191, H8 1.063
6 H 2.89 -0.07 -0.05  O9 0.961
7 H -0.82 2.06 0.05  C3 1.085
8 H -3.59 -1.13 0.02  C5 1.063
9 O 2.52 -0.96 0.02  C1 1.320, H6 0.961
10 O 0.47 -1.79 -0.02  C1 1.210
11 F 1.69 1.50 0.00  C2 1.351

Calculated values
SMILES: C#C/C=C(/F)C(=O)O
Charge: 0
HOMO-LUMO gap, hartree: 0.337
Relative energy (zero: lowest compared OMol25 entry of this formula, charge and spin), kcal/mol: 44.61
E_tot, eV: -12043.541
Strongest force on any atom, eV Å⁻¹: 3.45

In elementary charge units, the natural (NBO) charges are: C 0.691; C 0.280; C -0.250; C -0.063; C -0.143; H 0.492; H 0.249; H 0.239; O -0.634; O -0.532; F -0.329

---

(2)
C5H3FOS | ωB97M-V/def2-TZVPD

Bonds (Å) are listed after each position.
Cartesian coordinates (Å):
1 C 0.52 -0.42 1.01  C2 1.423, C5 1.386, F10 1.322
2 C -0.86 -0.16 0.82  C1 1.423, C3 1.477, H6 1.170
3 C -1.33 0.05 -0.56  C2 1.477, C4 1.352, H7 1.175
4 C -0.37 0.16 -1.51  C3 1.352, H8 1.155, O9 1.444
5 C 1.56 -0.08 0.16  C1 1.386, O9 1.432, S11 1.643
6 H -1.67 0.16 1.61  C2 1.170
7 H -2.49 0.22 -0.64  C3 1.175
8 H -0.42 0.39 -2.64  C4 1.155
9 O 1.02 -0.02 -1.16  C4 1.444, C5 1.432
10 F 0.93 -0.58 2.26  C1 1.322
11 S 3.09 0.29 0.65  C5 1.643

Calculated values
SMILES: Fc1cccoc1=S
Charge: 0
HOMO-LUMO gap, hartree: 0.283
Relative energy (zero: lowest compared OMol25 entry of this formula, charge and spin), kcal/mol: 41.60
E_tot, eV: -20830.930
Strongest force on any atom, eV Å⁻¹: 4.99

In elementary charge units, the natural (NBO) charges are: C 0.296; C -0.199; C -0.328; C 0.169; C 0.113; H 0.257; H 0.253; H 0.235; O -0.478; F -0.301; S -0.017

---

(3)
C5H3N | ωB97M-V/def2-TZVPD

Bonds (Å) are listed after each position.
Cartesian coordinates (Å):
1 C -0.25 2.35 1.49  C3 1.203, H7 1.024
2 C -1.20 -1.97 -1.89  C4 1.216, H8 1.069
3 C 0.19 1.32 1.05  C1 1.203, C5 1.330
4 C -0.68 -1.39 -0.95  C2 1.216, N6 1.276
5 C 0.41 0.25 0.29  C3 1.330, N6 1.398, H9 1.028
6 N -0.67 -0.62 0.06  C4 1.276, C5 1.398
7 H -0.73 3.24 1.64  C1 1.024
8 H -1.49 -2.41 -2.82  C2 1.069
9 H 1.34 0.16 -0.14  C5 1.028

Calculated values
SMILES: C#C/C=N/C#C
Charge: 0
HOMO-LUMO gap (spin up / spin down), hartree: 0.284 / 0.284
Relative energy (zero: lowest compared OMol25 entry of this formula, charge and spin), kcal/mol: 70.46
E_tot, eV: -6717.668
Strongest force on any atom, eV Å⁻¹: 7.69

In elementary charge units, the natural (NBO) charges are: C -0.102; C -0.249; C -0.087; C 0.112; C 0.042; N -0.376; H 0.228; H 0.236; H 0.197